Record 1
The following is a DFT calculation (wB97M-V/def2-TZVPD) of a 10-piece molecular cluster, C38H108F6N10O13S2 overall.

The LUMO energy comes out at -13.877 eV. The energy comes out at -4430.39543 Ha. Its HOMO energy is -22.92 eV. The largest force on an atom comes out at 2.85 eV Å⁻¹. Its net charge is +8. The frontier orbital gap comes out at 9.0 eV.

```
177
Properties=species:S:1:pos:R:3:forces:R:3
F -18.0257 22.2749 12.4793 0.214 0.283 -0.197
C -18.4719 20.7218 6.8162 0.341 -0.178 0.779
C -14.8874 12.9998 14.3284 0.505 -0.385 -0.871
C -11.6687 16.8084 13.5741 -0.478 -1.163 -0.914
H -23.7276 14.2151 8.1852 0.242 0.068 -0.122
H -20.1172 21.6203 7.8075 -0.067 -0.108 0.089
N -24.1799 22.6910 12.9802 -0.368 0.556 1.041
C -14.8676 27.6352 12.4608 -0.725 -0.885 0.514
H -19.5636 19.9847 13.7651 -0.319 -0.253 -0.145
C -21.4066 9.3353 14.8256 0.976 -0.495 0.035
N -18.2958 19.4184 12.3788 -0.823 -2.008 -0.884
O -22.6102 23.8794 11.2204 -0.610 -0.561 -0.047
H -20.4716 18.9499 6.3844 -0.287 -0.313 0.162
H -22.1775 17.4996 18.2969 -0.071 0.069 -0.048
C -17.9500 20.2088 15.8007 0.172 0.877 -0.432
C -21.4584 18.3030 18.4306 -0.016 -0.268 -0.811
H -17.9122 21.1869 16.2918 -0.551 -0.008 0.013
C -22.2770 24.9190 10.3255 2.004 0.569 -0.221
H -20.1013 22.4580 5.5126 0.229 -0.067 0.489
C -20.7880 19.6139 7.1905 0.718 0.255 0.068
H -22.3393 9.7807 15.1668 0.029 0.193 -0.071
O -18.7560 17.4554 10.6203 0.493 0.326 -0.103
H -20.1956 21.0048 4.8869 -0.352 -0.517 0.255
H -13.5848 21.7787 14.6737 0.127 -0.572 -0.193
H -11.2027 17.3080 14.4115 0.174 0.334 -0.241
O -19.8380 11.6946 14.2404 -0.069 -0.123 -0.098
N -11.9682 25.5565 10.4105 -0.511 0.979 0.333
H -17.5688 20.3841 14.7912 0.161 -0.278 0.029
H -13.4622 16.3035 11.8905 0.070 -0.580 -0.562
C -23.5827 22.9979 10.6536 0.049 1.924 -0.321
H -20.8416 11.8349 16.0749 0.045 0.157 -0.074
H -15.5869 26.8612 12.7715 -0.047 0.233 0.137
H -13.4425 18.7900 16.3317 0.332 -0.603 -0.083
C -22.5197 15.5384 11.0465 1.303 -0.221 -0.701
C -12.6961 16.9387 11.4529 0.966 2.541 0.767
C -17.2021 21.7609 11.5606 0.304 0.087 -0.131
H -21.2027 9.5499 13.7800 -0.343 0.002 -0.071
C -22.3688 14.7725 9.7319 -1.044 -0.752 0.236
H -20.5552 8.3962 17.2097 -0.277 0.037 -0.268
H -14.7959 18.0543 9.0104 -0.211 -0.119 0.312
O -12.1130 17.6891 12.5354 -0.022 -0.088 0.403
F -16.5017 16.9279 12.8919 0.143 -0.507 -0.188
H -15.5362 9.5508 14.5577 -0.006 0.012 0.270
H -16.4867 10.6880 13.6425 0.185 -0.047 -0.129
C -19.9561 20.8786 7.0273 -0.753 0.101 -1.235
H -14.1460 11.2744 13.2375 -0.382 0.196 -0.227
H -12.0702 19.6396 10.8970 0.428 -0.310 0.102
H -19.2556 9.2991 15.4374 -0.167 0.003 -0.872
H -24.4486 23.6232 10.3874 -0.282 -0.349 0.177
C -17.7966 16.6751 13.0181 -1.081 1.348 -0.647
C -14.0481 17.3522 9.3990 -0.398 1.588 -0.669
H -14.4471 28.0829 13.3538 0.207 0.122 -0.132
C -23.8694 21.9745 11.7088 0.163 -0.864 -0.892
H -16.1897 19.7239 6.2071 -0.189 -0.021 0.047
F -15.9479 21.7299 12.0673 -0.745 -0.671 0.310
H -21.9430 19.1218 18.9561 0.281 0.011 0.308
C -19.2685 12.9555 13.9568 -0.636 0.362 -0.537
H -21.5515 15.3139 11.5227 -0.156 0.238 0.312
H -20.2018 14.8698 9.6104 0.025 0.296 0.022
H -13.5151 24.9516 9.1529 -0.084 0.094 -0.014
H -20.9997 19.4347 14.4578 0.075 -0.172 0.188
F -18.1427 15.4546 12.6230 0.668 0.027 -0.056
H -14.9348 15.2136 15.7727 -0.333 0.627 0.087
H -12.0039 20.9223 18.3228 0.201 0.471 -0.275
C -13.8970 24.0969 11.1195 0.131 0.767 0.201
S -18.8718 17.8770 11.9774 -0.397 -0.339 1.785
H -16.3391 14.5943 16.7371 -0.342 0.748 -0.054
H -18.0870 20.1127 7.6425 0.126 0.420 0.255
H -22.6030 13.7435 10.0207 0.513 -0.094 0.019
H -12.5230 16.2123 13.9330 -0.055 0.308 0.183
H -19.6089 9.6267 17.6699 -0.074 0.160 0.004
H -23.2730 15.0668 11.6833 -0.442 0.435 -0.162
O -13.8388 26.9333 11.7525 0.053 0.468 -0.189
N -12.3197 19.0136 10.1312 -0.055 0.351 -0.919
H -13.4642 10.1006 15.3072 -0.092 0.100 0.394
O -18.9852 20.3656 10.1070 0.186 0.304 0.610
H -23.3424 15.8261 8.1425 -0.090 0.072 0.061
H -17.2353 19.6171 16.3699 -0.128 -0.337 -0.181
H -21.4654 8.2526 14.9506 -0.223 -0.010 -0.232
O -22.6543 16.9235 10.8227 -0.152 -0.438 0.586
C -20.2000 9.8148 15.6097 -0.172 0.004 1.338
H -16.3513 21.0955 5.1077 -0.489 0.204 0.117
H -16.5313 14.9618 14.9215 -0.242 0.478 0.293
H -12.7298 19.5980 9.3944 -0.173 -0.015 0.141
H -19.0512 11.5840 16.1186 -0.225 0.040 0.291
C -19.9879 11.3371 15.5969 0.671 -0.256 -0.343
H -20.4239 20.9826 14.7563 -0.195 -0.090 0.145
H -14.9840 24.0610 11.1382 -0.032 0.222 -0.071
H -15.9417 22.5848 14.7688 -0.286 -0.212 0.318
H -25.2713 20.3992 12.2531 -0.024 -0.191 -0.106
H -24.3762 17.3896 11.8784 0.059 -0.018 -0.202
H -20.5707 17.8748 18.8963 -0.108 0.303 0.492
N -20.1678 20.0037 14.6141 0.898 0.656 -0.210
H -15.2764 26.3351 10.3510 0.020 -0.100 0.174
O -14.5256 22.4398 16.3053 -0.273 -0.356 0.829
H -24.9319 23.3935 12.8990 -0.033 -0.202 -0.531
F -18.1280 16.7996 14.3003 0.130 0.034 0.209
C -15.7930 10.6055 14.4849 -0.517 0.599 -0.515
N -20.4196 9.4057 17.0854 0.080 0.394 0.150
H -21.1006 15.6820 8.2466 0.398 0.343 0.373
H -19.1390 18.4695 15.5839 -0.253 -0.029 -0.214
C -15.5142 23.1680 15.5883 0.608 0.874 -0.580
H -24.4008 15.2100 9.2724 0.059 0.210 -0.037
H -13.9703 27.2928 9.7056 0.135 0.041 0.086
C -21.0695 14.8571 8.9608 -0.542 -0.437 -0.701
H -13.5934 23.0884 10.8391 0.454 0.174 -0.096
H -13.1608 22.1078 17.9901 0.020 -0.028 0.002
H -21.8564 19.8203 7.1338 -0.011 -0.021 -0.067
H -19.7355 13.7651 14.5292 0.294 -0.127 0.379
H -22.9389 21.4025 11.7714 0.034 0.187 0.936
H -14.7543 20.6152 15.3468 0.052 -0.085 0.166
H -21.2290 9.9005 17.4709 -0.054 -0.248 0.139
H -24.7070 20.4094 10.5311 0.062 -0.296 0.234
C -13.9818 21.3537 15.6057 -0.452 0.616 -0.652
H -11.7378 18.9490 16.8930 0.004 -0.007 0.019
H -25.8518 21.5836 11.0369 -0.253 -0.165 0.306
H -20.5695 19.1816 8.1660 0.054 -0.154 -0.077
H -15.4433 28.3652 11.8927 0.526 0.169 -0.328
O -15.5163 13.2859 15.5272 -0.205 0.077 0.448
C -12.4850 19.2990 16.1836 -1.192 0.576 0.317
H -13.5660 24.3720 12.1236 -0.075 -0.402 0.116
C -14.6035 11.4989 14.2006 0.504 -0.218 0.492
H -15.5015 13.2669 13.4545 0.000 0.084 0.062
H -11.8707 16.5199 10.8708 -0.326 -0.991 0.165
H -11.4881 18.6263 9.6677 0.127 -0.211 0.497
H -23.0352 17.2795 12.9375 0.799 -0.362 -0.305
H -11.0119 16.0623 13.1161 0.433 0.206 0.340
H -13.4263 17.2280 8.5097 0.358 -0.755 0.356
O -21.0649 18.7226 17.1007 -0.417 -0.012 -0.056
H -12.5205 11.2545 14.7036 -0.144 0.145 -0.155
F -17.0859 22.5556 10.4915 -0.779 -0.188 0.263
C -13.3376 18.0022 10.5804 -0.736 -0.826 -0.108
H -20.9949 13.9706 8.3253 0.131 -0.042 0.101
H -13.5308 20.5484 18.4347 -0.424 0.183 -0.378
C -24.9949 21.0068 11.3949 -0.229 0.895 -0.718
H -21.6164 24.5464 9.5259 -0.610 -0.282 -0.243
H -11.8457 26.1461 11.2497 -0.255 -0.502 0.351
H -20.3497 20.6938 17.2584 -0.226 -0.062 -0.038
C -16.7654 20.1130 5.3566 1.013 -0.431 -0.246
H -14.5805 16.4650 9.7211 0.203 -0.238 -0.209
H -16.2454 23.5898 16.2721 -0.136 -0.408 0.114
H -13.9045 13.4882 14.2014 -0.216 0.374 0.172
H -18.0885 21.7508 6.8564 0.525 -0.158 -0.003
N -23.5283 15.0382 8.7638 -0.260 -0.063 0.268
H -16.5557 19.4706 4.5045 -0.247 -0.048 0.004
C -23.2910 17.5641 11.9126 -1.330 0.598 0.182
C -13.4397 25.2426 10.2012 -0.229 -0.510 -0.439
O -16.6934 19.5231 10.3991 -0.092 -0.047 0.120
H -21.5677 25.5670 10.8446 -0.509 0.219 0.291
C -12.8259 20.7723 16.3864 2.047 0.702 0.448
N -13.4366 11.1122 15.1430 0.426 -0.127 -0.201
N -12.8997 21.1233 17.8639 -0.308 -0.843 0.669
C -14.2037 26.5303 10.4599 -0.057 0.038 -0.163
O -18.1518 20.0786 5.6225 -0.694 0.421 -0.372
C -19.3117 19.5286 15.7563 0.439 -0.385 1.047
S -17.8783 20.0954 10.9906 1.446 0.742 -1.170
H -15.0417 24.0374 15.1125 0.078 -0.101 0.018
C -20.0333 19.6513 17.0867 0.332 0.067 0.021
H -19.5305 13.1963 12.9236 -0.001 -0.302 -0.035
N -20.4762 21.5241 5.7296 0.164 1.114 -0.216
H -16.3607 11.0135 15.3205 0.255 -0.436 0.367
H -19.2887 19.4542 17.8706 -0.045 -0.113 -0.022
C -15.8920 14.6901 15.7557 1.366 -2.455 -0.480
H -14.0316 18.6103 11.1610 -0.139 -0.213 0.099
O -20.1474 17.6532 12.6194 0.310 0.681 0.171
H -23.2178 22.6229 9.6913 0.001 -0.611 0.267
H -21.4828 21.6841 5.7913 -0.072 -0.430 -0.393
H -11.6487 26.2176 9.6916 0.293 -0.638 -0.391
H -12.1133 19.1300 15.1782 -0.114 0.058 -0.085
H -11.4238 24.7018 10.4803 0.467 0.262 -0.219
H -23.4106 23.2444 13.3701 0.244 -0.180 -0.303
H -11.9367 21.3589 16.1356 -0.084 -0.016 -0.271
H -13.3795 11.6238 16.0279 -0.486 -0.218 0.132
H -18.1733 12.9857 13.9882 -0.038 -0.180 0.522
H -23.1570 18.6416 11.8184 0.243 -0.054 -0.152
H -24.5322 22.0524 13.6996 0.182 -0.060 -0.025
H -23.0885 25.5143 9.9113 -0.321 -0.247 0.206
```
Forces are in eV/Å.



Record 2
The following is a DFT calculation (wB97M-V/def2-TZVPD) of C38H18N11O7Y as an isolated structure.

The LUMO energy (spin up / spin down) comes out at -1.711 / -1.715 eV. The energy comes out at -2626.23844 Ha. Its HOMO energy (spin up / spin down) is -6.72 / -6.74 eV. The largest force on an atom comes out at 0.58 eV Å⁻¹. The frontier orbital gap (spin up / spin down) comes out at 5.0 / 5.0 eV.

```
75
Properties=species:S:1:pos:R:3:forces:R:3
N 0.3522 3.1655 -6.5492 0.305 0.022 0.131
C 3.4103 1.8731 0.2194 0.007 -0.009 0.016
C 3.0145 -5.5484 -1.4531 -0.028 0.020 0.008
H -4.1405 1.1856 4.9781 0.003 0.005 0.006
O 0.1379 4.3567 -6.4581 -0.109 -0.003 -0.050
H -4.9777 -6.1292 1.5360 -0.003 0.003 0.004
C 2.5801 0.6687 0.1863 0.026 -0.100 0.032
H 0.9436 -5.8036 -0.8973 0.009 0.001 -0.001
C 4.6708 2.1454 -0.2921 0.025 0.004 -0.008
C 3.2154 4.1038 1.1509 0.004 0.033 0.022
C -4.5710 -5.1316 1.6388 0.003 0.011 -0.005
H -0.3731 4.4249 4.4111 -0.003 -0.008 0.001
N 0.5256 2.7845 2.1002 0.098 0.083 0.014
C 0.0383 0.2026 -4.3359 -0.084 0.060 0.078
C -0.5481 0.7146 -3.1396 0.004 -0.133 0.027
C -2.4373 1.7793 3.8051 0.024 -0.007 -0.102
C 3.9496 -3.3171 -1.2610 0.052 -0.024 -0.026
C -2.3035 0.7956 2.7382 -0.017 0.054 -0.027
C -4.7938 -2.8909 2.5430 -0.034 -0.025 0.019
H -0.6893 3.9736 -4.2447 -0.011 -0.010 0.016
H -1.9924 4.6740 6.2803 -0.005 -0.003 0.002
C -2.8862 -3.5263 1.1873 -0.015 -0.020 0.009
C 5.1891 3.4123 -0.0797 -0.011 -0.038 -0.006
H 5.0404 -5.0257 -1.9387 -0.004 -0.005 -0.002
C -1.3822 2.6845 3.6448 -0.048 -0.022 -0.053
C -0.6214 2.2328 2.4885 -0.050 -0.052 0.006
N -1.3350 2.7839 -2.0108 0.097 0.175 0.129
H 4.9057 5.3590 0.7810 0.004 -0.002 -0.002
H 4.7732 -2.6221 -1.3555 0.000 -0.007 0.000
O -1.2031 2.2701 -0.8870 0.053 -0.154 0.067
C -3.3626 -4.8205 1.0378 0.012 -0.028 -0.004
C -3.1582 2.9542 5.7340 -0.005 -0.042 -0.035
H 3.1576 -6.5889 -1.7140 0.009 0.001 -0.001
C 4.0875 -4.6571 -1.5816 -0.009 0.024 0.008
C 0.5086 -3.0012 -0.1874 0.036 0.059 0.018
C -3.3351 1.8977 4.8572 -0.026 0.041 0.051
C 0.3098 0.9655 -5.4337 0.007 0.028 -0.116
O -1.8871 3.8427 -2.1607 -0.020 -0.060 -0.022
N 0.3925 -1.2214 -4.3952 0.239 0.115 -0.123
O 0.9415 -1.6983 -3.4266 -0.069 -0.062 0.101
C 1.4306 2.2151 1.3298 -0.078 -0.028 0.109
C 1.6361 -3.7781 -0.6868 -0.005 0.030 0.006
N 0.9059 -1.7088 -0.0452 -0.156 0.234 0.168
C -0.7646 2.1220 -3.1587 0.013 -0.081 -0.185
N -1.2475 1.1428 1.9550 0.359 -0.376 0.047
C -2.7928 -1.3515 1.9081 -0.019 0.122 0.103
H 0.7294 0.5189 -6.3240 -0.004 0.000 0.006
H -2.8034 -5.5521 0.4702 -0.005 0.002 0.002
H -3.8437 3.0825 6.5615 0.005 0.007 0.002
H 2.6545 4.8435 1.7067 0.005 -0.003 -0.003
C 1.7773 -5.1219 -1.0006 0.005 -0.047 -0.018
N 2.9526 -0.4757 -0.3585 0.063 0.029 0.012
C -1.1967 3.7343 4.5344 0.000 0.052 0.033
C -5.2779 -4.1791 2.3827 0.018 0.029 -0.001
C 2.2147 -1.5841 -0.3925 0.036 -0.001 0.022
N -0.6831 -3.5135 0.1130 -0.013 -0.101 -0.014
N -3.0751 -0.2870 2.6331 0.010 -0.052 -0.014
C 2.6933 2.8375 0.9317 0.016 0.017 0.012
H -6.2173 -4.4575 2.8424 0.002 -0.010 -0.005
C -2.1016 3.8617 5.5736 0.013 -0.004 -0.018
C 0.0442 2.3322 -5.3855 -0.052 -0.133 -0.002
O 0.1773 -1.7980 -5.4414 -0.096 -0.060 0.014
C -1.6603 -2.8754 0.7250 0.087 0.004 0.012
C -3.5913 -2.5775 1.9278 0.022 0.008 -0.010
C 4.4699 4.3796 0.6329 -0.007 -0.006 0.001
O -0.8877 -0.0515 -2.1834 0.050 0.012 0.278
H 6.1679 3.6599 -0.4696 -0.005 0.016 0.007
C 2.7084 -2.8879 -0.8157 -0.085 0.029 0.014
H -5.3269 -2.1505 3.1244 0.002 -0.004 -0.004
Y -0.5310 0.0683 0.0362 -0.272 0.225 -0.456
N 1.4121 0.9360 0.8447 -0.399 -0.170 -0.243
O 0.8404 2.6128 -7.5135 -0.104 -0.005 -0.054
C -0.4910 2.9119 -4.2654 -0.058 0.155 0.061
H 5.2193 1.3886 -0.8369 0.003 0.008 0.001
N -1.6887 -1.5659 1.1286 0.187 0.173 -0.065
```
Forces are in eV/Å.



What did we get for relative energy (zero: lowest compared OMol25 entry of this formula, charge and spin)? Answer: 17.5, 0.0 kcal per mole, in the order shown.